No. 1
Density functional theory data (the ωB97M-V functional and the def2-TZVPD basis) for C21H25ClN2O2PPdS as an isolated structure.

## Properties
- energy relative to the best compared isomer or geometry (same formula, charge and spin) (kcal/mol) = 29.6
- HOMO energy (alpha / beta) (eV) = -10.05 / -10.05
- calculated total energy (Eh) = -2402.64267
- total charge = +1

The geometry in XYZ format:
```
54
Properties=species:S:1:pos:R:3:forces:R:3
Pd 0.4247 -0.1666 0.2887 0.10 -0.43 0.04
Cl -5.3282 -4.4632 0.8834 0.01 0.02 -0.01
C -4.1160 -3.2945 0.4714 -0.04 0.03 -0.01
C -4.4818 -2.1203 -0.2030 -0.02 -0.02 0.01
C -3.5404 -1.1787 -0.5241 0.01 0.03 -0.01
C -2.1766 -1.3425 -0.1893 0.07 -0.14 -0.04
O -1.3612 -0.3827 -0.5284 0.12 0.27 0.37
C -1.8135 -2.5552 0.4640 -0.02 0.07 0.02
C -0.4657 -2.9146 0.7764 0.07 -0.07 -0.03
N 0.5722 -2.1887 0.5453 0.15 -0.04 -0.10
C 1.8813 -2.5945 0.8811 -0.04 0.00 0.02
C 2.3158 -3.8901 0.9671 -0.01 -0.02 -0.01
C 3.6407 -4.1766 1.3565 0.00 0.02 0.00
C 4.5207 -3.1719 1.6399 -0.03 0.00 0.00
C 4.1133 -1.8217 1.5215 0.04 0.02 0.01
C 4.9741 -0.7263 1.7648 0.01 -0.02 0.00
C 4.5165 0.5483 1.5998 0.00 -0.02 -0.01
C 3.1892 0.7463 1.1826 0.02 0.08 -0.07
N 2.3652 -0.2457 0.9483 -0.42 -0.16 0.08
C 2.7958 -1.5386 1.1243 0.02 0.04 -0.02
C -2.8076 -3.5065 0.7910 0.02 -0.01 0.02
H -5.5200 -1.9622 -0.4635 0.00 0.00 0.00
H -3.8180 -0.2711 -1.0428 -0.01 0.00 0.00
H -0.3211 -3.8791 1.2642 -0.03 -0.03 -0.08
H 1.6444 -4.7010 0.7171 0.03 -0.02 0.02
H 3.9579 -5.2082 1.4214 -0.01 0.00 0.00
H 5.5371 -3.3916 1.9385 0.01 0.00 -0.01
H 5.9942 -0.9139 2.0759 0.00 0.00 0.00
H 5.1512 1.4042 1.7763 -0.01 0.01 -0.01
H 2.7976 1.7426 1.0255 -0.03 0.00 0.02
H -2.5223 -4.4207 1.2969 0.02 0.00 -0.01
C 0.8675 4.4074 -0.6682 -0.01 -0.01 -0.02
S 1.5255 2.9191 -1.4160 0.02 -0.12 0.04
C 0.9986 3.2313 -3.0919 0.04 0.03 -0.03
O 0.6470 1.8018 -0.9263 -0.02 0.26 -0.12
H 1.4686 5.2611 -0.9793 -0.01 0.01 -0.01
H 0.9458 4.2750 0.4095 0.01 0.04 0.00
H -0.1747 4.5333 -0.9575 -0.01 -0.02 0.02
H 1.5071 4.1220 -3.4604 -0.02 0.00 -0.03
H -0.0830 3.3567 -3.1000 0.00 0.00 -0.01
H 1.2849 2.3663 -3.6857 0.00 0.01 -0.01
C 0.5182 1.9776 3.4207 -0.02 -0.03 -0.02
P -0.5324 0.9535 2.3280 -0.10 0.26 0.10
C -1.0780 -0.3546 3.4811 0.01 0.01 -0.05
C -2.0429 1.9656 2.1829 0.04 -0.02 -0.02
H -0.0191 2.2619 4.3271 0.02 0.01 0.01
H 0.8298 2.8840 2.9000 0.00 0.00 -0.01
H 1.4126 1.4197 3.7024 0.00 0.00 0.01
H -1.4283 0.0774 4.4201 -0.01 -0.02 0.00
H -0.2570 -1.0422 3.6903 0.00 0.00 -0.01
H -1.8921 -0.9204 3.0254 0.01 -0.02 -0.01
H -2.5047 2.1202 3.1596 -0.01 0.02 -0.01
H -2.7518 1.4675 1.5212 0.01 -0.01 0.00
H -1.7963 2.9341 1.7474 0.00 -0.01 -0.03
```
Forces are in eV/Å.

Atomic partial charges in e from the natural (NBO) method, atoms 1 to 2:
1. Pd 0.966
2. Cl 0.020

=====

No. 2
Density functional theory data (the ωB97M-V functional and the def2-TZVPD basis) for one molecule with the formula C21H25F2N3O.

## Properties
- energy relative to the best compared isomer or geometry (same formula, charge and spin) (kcal/mol) = 0.0
- HOMO energy (eV) = -8.22
- structure (SMILES) = Cc1cccc(N2CCN(C(=O)N[C@H](C)c3ccc(F)c(F)c3)CC2)c1C
- calculated total energy (Eh) = -1254.49585
- total charge = 0

The geometry in XYZ format:
```
52
Properties=species:S:1:pos:R:3:forces:R:3
C 6.1630 -2.5049 -0.2848 -0.02 0.06 0.00
C 5.3822 -1.3267 0.2169 0.01 0.04 0.12
C 5.8754 -0.5740 1.2745 0.00 0.02 0.01
C 5.1817 0.5271 1.7377 0.04 0.02 0.04
C 3.9693 0.8678 1.1700 -0.14 0.04 -0.02
C 3.4469 0.1165 0.1220 0.23 -0.04 0.06
C 4.1723 -0.9723 -0.3806 -0.07 0.02 0.02
C 3.6736 -1.7305 -1.5756 0.05 0.04 0.06
H 4.4890 -1.9105 -2.2733 0.02 -0.08 -0.08
H 3.2651 -2.7003 -1.2883 -0.05 -0.11 -0.05
H 2.9017 -1.1588 -2.0823 -0.04 -0.03 -0.07
N 2.2102 0.4390 -0.4843 -0.01 0.13 -0.01
C 1.7861 1.8243 -0.4507 -0.16 0.13 -0.30
H 2.6379 2.4618 -0.6919 -0.03 0.01 0.05
C 0.6831 2.0120 -1.4953 0.09 0.41 0.15
N -0.4344 1.1275 -1.2187 0.15 0.08 -0.18
C -1.4811 1.6519 -0.5009 -0.03 -0.29 -0.14
O -1.5563 2.8360 -0.2326 -0.09 0.36 0.17
N -2.4593 0.7590 -0.1253 -0.13 -0.22 -0.07
H -2.5807 -0.0665 -0.6892 0.05 0.08 -0.05
C -3.6848 1.2948 0.4572 0.05 0.34 0.37
C -4.7994 0.2910 0.3392 0.00 -0.06 -0.15
C -4.5980 -1.0352 0.7077 -0.02 0.07 -0.03
C -5.6241 -1.9586 0.6305 -0.22 0.07 -0.09
C -6.8715 -1.5585 0.1861 0.04 0.04 0.00
C -7.0845 -0.2354 -0.1786 0.01 -0.06 0.04
C -6.0545 0.6842 -0.1045 -0.04 -0.19 0.03
H -6.2468 1.7051 -0.3952 -0.05 0.12 -0.06
F -8.2927 0.1609 -0.6110 0.11 -0.17 0.07
F -7.8693 -2.4550 0.1104 0.03 0.20 -0.04
H -5.4761 -2.9883 0.9144 -0.02 -0.12 0.02
H -3.6295 -1.3486 1.0662 0.12 -0.05 0.06
C -3.4407 1.6426 1.9303 -0.01 0.14 -0.27
H -4.3488 2.0420 2.3733 -0.10 0.05 0.10
H -3.1342 0.7581 2.4825 0.00 -0.13 0.06
H -2.6571 2.3922 1.9878 0.06 0.06 0.07
H -3.9539 2.2213 -0.0688 -0.02 -0.21 0.06
C -0.0115 -0.2553 -1.1813 0.06 -0.30 0.27
H -0.8396 -0.9221 -0.9461 0.04 0.02 -0.05
C 1.1041 -0.4350 -0.1444 -0.26 -0.16 -0.20
H 1.4449 -1.4701 -0.1335 -0.01 0.00 0.01
H 0.6980 -0.1917 0.8543 0.05 -0.07 -0.03
H 0.3747 -0.5123 -2.1739 -0.05 -0.08 0.09
H 0.3139 3.0372 -1.4759 0.08 -0.11 -0.06
H 1.0694 1.7732 -2.4902 0.04 0.03 0.05
H 1.3799 2.1192 0.5313 0.07 0.02 -0.02
H 3.4228 1.7161 1.5521 -0.08 0.09 0.02
H 5.5783 1.1150 2.5524 0.03 0.05 0.07
H 6.8152 -0.8487 1.7311 0.10 -0.04 0.03
H 7.0124 -2.7035 0.3637 0.05 -0.04 0.01
H 5.5385 -3.3961 -0.3236 0.02 -0.11 -0.05
H 6.5390 -2.3171 -1.2907 0.05 -0.07 -0.08
```
Forces are in eV/Å.

Atomic partial charges in e from the natural (NBO) method, atoms 1 to 2:
1. C -0.651
2. C 0.092

=====

No. 3
Density functional theory data (the ωB97M-V functional and the def2-TZVPD basis) for a 2-piece molecular cluster, C21H25F2O2S overall in a non-equilibrium geometry.

## Properties
- HOMO energy (eV) = -10.62
- calculated total energy (Eh) = -1563.28585
- total charge = +1

The geometry in XYZ format:
```
51
Properties=species:S:1:pos:R:3:forces:R:3
C -3.5904 0.0239 3.1896 -0.26 0.04 -0.09
C -2.2323 0.3369 3.7555 -0.16 -0.14 0.04
O -1.2604 0.1878 2.6913 0.10 0.08 0.29
C -0.0224 0.5815 3.0761 0.87 0.35 0.40
C 1.0351 0.3240 2.1078 -1.14 -0.14 0.38
S 2.5250 0.9209 2.6502 0.71 -0.12 1.22
C 2.8163 0.1332 4.2767 0.59 -0.03 -0.06
C 3.8119 0.0834 1.6875 -0.42 0.10 -0.01
O 0.1323 1.1139 4.1827 0.19 -0.17 -1.25
H -4.3126 0.0497 4.0077 -0.03 -0.04 -0.10
H -3.8987 0.7741 2.4533 0.04 -0.12 0.05
H -3.6265 -0.9696 2.7308 0.01 0.10 0.12
H -2.1971 1.3604 4.1443 0.08 -0.32 -0.04
H -1.9687 -0.3701 4.5524 -0.02 0.30 -0.10
H 0.9922 -0.5222 1.4333 0.21 -0.12 0.38
H 2.0725 0.5456 4.9621 0.21 -0.09 -0.26
H 2.7091 -0.9538 4.1833 -0.02 0.26 -0.06
H 3.8348 0.3950 4.5915 -0.25 -0.05 -0.03
H 3.8523 0.5658 0.7049 0.06 -0.26 0.22
H 4.7547 0.2452 2.2234 -0.29 -0.04 -0.17
H 3.5811 -0.9838 1.6053 0.09 0.23 -0.01
C -4.4244 -3.1698 -1.8562 -0.47 -0.38 0.24
C -3.2592 -2.3515 -1.4463 0.22 0.32 0.22
C -2.1267 -2.2632 -2.2575 0.55 -0.21 -0.85
F -2.1243 -3.0054 -3.4133 0.14 0.65 1.09
C -1.0368 -1.4720 -1.9658 -0.06 0.27 -0.24
C -1.0802 -0.5962 -0.8322 -0.05 -0.73 -0.05
C -0.1034 0.4131 -0.5813 -1.44 0.35 -1.02
C 0.7388 0.9448 -1.6061 0.75 0.42 -0.80
C 0.4194 0.8799 -3.0033 0.15 -0.43 0.33
C 1.3431 1.3003 -3.9373 -0.60 -0.13 -0.60
F 1.0367 1.1955 -5.2721 0.18 0.12 1.33
C 2.5852 1.8339 -3.6033 -0.14 -0.22 0.24
C 3.5254 2.2476 -4.6744 0.58 0.31 -0.16
C 2.8828 1.9578 -2.2373 -0.18 0.02 0.04
C 1.9689 1.5825 -1.2660 -0.36 -0.20 0.26
C -2.1883 -0.7700 0.0442 0.15 0.37 0.21
C -3.2335 -1.6237 -0.2465 0.01 -0.01 -0.16
H -5.1200 -3.2461 -1.0174 0.00 -0.03 -0.16
H -4.9597 -2.7128 -2.6984 0.22 -0.04 0.10
H -4.1373 -4.1824 -2.1590 0.04 0.22 -0.03
H -0.1681 -1.4755 -2.6232 -0.30 -0.21 0.17
H -0.1080 0.9196 0.3895 0.09 -0.30 -0.34
H -0.5410 0.4894 -3.3356 0.26 0.26 0.01
H 4.3933 2.7368 -4.2255 -0.07 -0.05 -0.14
H 3.8851 1.3910 -5.2586 -0.19 0.10 0.13
H 3.0635 2.9481 -5.3808 -0.01 -0.20 0.17
H 3.8547 2.3624 -1.9504 -0.33 -0.01 -0.06
H 2.1819 1.7387 -0.2058 -0.01 -0.11 -0.36
H -2.2089 -0.1869 0.9565 0.00 -0.08 -0.22
H -4.0672 -1.7280 0.4535 0.27 0.13 -0.29
```
Forces are in eV/Å.

Atomic partial charges in e from the natural (NBO) method, atoms 1 to 2:
1. C -0.634
2. C -0.072

=====

No. 4
Density functional theory data (the ωB97M-V functional and the def2-TZVPD basis) for a 2-piece molecular cluster, C21H25FO10S overall in a non-equilibrium geometry.

## Properties
- HOMO energy (eV) = -9.51
- structure (SMILES) = CCOC(=O)CCCC1=C(F)C(=O)c2c(OC[C@@H](C)O)cccc2C1=O.O=S1(=O)OCCO1
- calculated total energy (Eh) = -2065.32837
- total charge = 0

The geometry in XYZ format:
```
58
Properties=species:S:1:pos:R:3:forces:R:3
C -2.0359 -0.1376 -3.5640 0.63 -0.21 -0.33
C -0.9235 -0.9632 -4.3967 -0.72 1.76 -1.43
O -0.9182 -2.3837 -4.0968 1.79 0.43 2.26
C 0.0322 -2.7215 -3.1015 2.32 -0.06 1.01
O 1.2142 -2.3068 -3.0353 -4.34 -0.78 -0.73
C -0.4178 -3.7801 -1.9629 0.53 -0.33 -0.53
C -0.0869 -3.2626 -0.4732 -0.47 -0.97 0.59
C -1.1788 -2.2228 0.0950 0.16 1.04 -0.39
C -0.6192 -1.2684 1.2560 1.41 -1.27 1.70
C 0.1520 -1.7762 2.3480 -0.90 1.28 -1.41
F 0.4635 -3.1530 2.5224 -0.93 3.08 -0.40
C 0.7487 -0.7862 3.4802 0.64 0.09 1.61
O 0.8478 -1.0847 4.6884 -0.42 0.68 -4.30
C 1.2354 0.6405 2.9006 -0.18 1.23 -1.18
C 2.4861 1.3477 3.4683 -2.43 1.22 -1.64
O 3.2390 0.6853 4.5076 -0.57 0.95 -3.34
C 4.3597 0.0517 3.7784 0.24 -0.47 -0.85
C 4.6245 -1.4687 4.2062 -0.41 -0.59 -1.02
C 3.7204 -2.5398 3.3891 0.79 -0.49 0.68
O 6.0128 -1.7627 3.8148 -1.37 0.39 -0.22
C 2.8589 2.7339 2.8755 -3.25 -1.81 -1.47
C 1.9696 3.3362 1.7298 -0.43 -3.15 1.69
C 0.7201 2.5905 1.1423 1.77 -1.40 2.70
C 0.3417 1.2175 1.7364 2.80 1.66 1.15
C -0.9037 0.3236 1.2250 -0.79 0.67 0.26
O -1.9971 0.8246 0.8768 3.86 -1.86 0.81
H -2.8828 0.1335 -4.2945 1.24 -0.26 1.48
H -2.4385 -0.7465 -2.6848 0.49 0.82 -1.28
H -1.5053 0.7993 -3.1561 -1.15 -1.28 -0.64
H -1.2145 -0.8596 -5.5112 0.59 -0.44 1.80
H 0.0844 -0.4424 -4.2913 -1.14 -1.25 0.07
H 0.2605 -4.7015 -2.1332 -1.03 1.50 0.17
H -1.4873 -4.1531 -2.0904 1.32 0.79 0.22
H -0.1326 -4.1904 0.2166 0.17 1.42 -1.18
H 0.9930 -2.8863 -0.4090 -1.71 -0.25 -0.26
H -1.4699 -1.5441 -0.7968 0.28 -0.91 1.61
H -2.1404 -2.7408 0.4672 1.60 0.69 -0.66
H 4.0714 0.0302 2.6568 0.59 -0.08 1.69
H 5.2837 0.7220 3.8467 -1.12 -1.16 0.29
H 4.4630 -1.6914 5.3151 0.58 0.66 -1.49
H 3.7362 -2.3399 2.2578 -0.27 -0.06 1.63
H 2.6757 -2.6791 3.8213 1.36 0.45 -0.81
H 4.2615 -3.5532 3.5384 -0.89 1.60 -0.21
H 5.9648 -1.8818 2.8391 0.23 0.06 0.96
H 3.7540 3.3064 3.2780 -1.38 -0.88 -0.65
H 2.2865 4.3631 1.3557 -0.66 -1.64 0.40
H 0.0941 3.0538 0.2959 1.18 -0.83 1.57
C -4.5605 3.0239 -2.1161 0.36 0.25 0.50
C -5.0031 4.4473 -2.4190 -0.59 -0.20 0.23
O -4.3843 4.7704 -3.6646 0.47 -0.71 -0.28
S -4.2645 3.4231 -4.5620 -0.16 0.06 0.05
O -5.3680 3.3917 -5.4748 1.00 -0.14 0.48
O -2.9034 3.2787 -4.9817 -1.02 0.17 0.07
O -4.5574 2.3535 -3.3771 -0.19 0.61 -0.62
H -3.5426 3.0033 -1.7166 -0.08 0.01 0.04
H -5.2329 2.5221 -1.4195 0.02 -0.09 -0.26
H -4.6993 5.1512 -1.6442 0.15 0.02 -0.26
H -6.0871 4.5031 -2.5558 0.05 -0.02 0.08
```
Forces are in eV/Å.

Atomic partial charges in e from the natural (NBO) method, atoms 1 to 2:
1. C -0.652
2. C -0.092